No. 1
Molecular formula: C3H13N2O
Method: DFT, wB97M-V/def2-TZVPD

CARTESIAN COORDINATES (ANGSTROEM)
N  1.359  0.348  -1.048
C  1.427  -0.302  0.315
C  0.033  -0.327  0.944
N  -0.665  0.913  0.704
C  -0.485  1.963  1.676
H  1.213  1.356  -1.006
H  0.598  0.036  -1.661
H  2.202  0.100  -1.568
H  2.268  0.185  0.803
H  1.809  -1.307  0.124
H  0.161  -0.517  2.014
H  -0.504  -1.174  0.520
H  -1.518  0.839  0.232
H  0.582  2.133  1.842
H  -0.929  2.893  1.336
H  -0.873  1.740  2.672
H  -2.670  -3.138  -3.267
H  -2.135  -2.837  -1.854
O  -1.875  -2.905  -2.778

Values from the calculation:
* gap between HOMO and LUMO: 0.3512 hartree
* total charge: +1
* energy relative to the best compared isomer or geometry (same formula, charge and spin): 30.4 kcal/mol



No. 2
Molecular formula: C43H53N7O5
Method: DFT, wB97M-V/def2-TZVPD

CARTESIAN COORDINATES (ANGSTROEM)
C  -0.268  0.904  -2.782
C  1.138  1.276  -3.136
C  1.714  0.163  -4.022
C  1.040  2.590  -3.920
C  1.947  1.518  -1.829
C  3.309  1.192  -1.860
C  4.142  1.531  -0.794
C  3.650  2.316  0.248
C  2.312  2.764  0.264
C  2.021  3.953  1.243
C  1.892  3.405  2.671
C  0.839  4.822  0.817
C  3.213  4.930  1.264
C  1.408  2.026  -0.578
N  0.241  1.412  0.053
C  0.027  0.041  0.021
C  0.136  -0.680  -1.217
C  0.297  -2.188  -1.083
C  -0.746  -3.140  -1.111
C  -0.524  -4.409  -0.593
C  0.766  -4.754  -0.147
N  0.881  -5.809  0.802
O  2.012  -6.176  1.204
O  -0.172  -6.348  1.227
C  1.862  -3.894  -0.340
C  1.618  -2.642  -0.878
N  -0.377  -0.389  1.261
C  -0.278  -1.725  1.894
C  0.943  -2.167  2.487
C  2.164  -1.246  2.767
C  3.396  -2.074  3.148
C  1.831  -0.362  3.978
C  2.558  -0.403  1.560
C  1.037  -3.486  2.960
C  -0.103  -4.253  3.160
C  -1.329  -3.700  2.847
C  -1.432  -2.510  2.105
C  -2.877  -2.222  1.621
C  -3.500  -3.521  1.068
C  -3.019  -1.183  0.513
C  -3.685  -1.803  2.854
C  -0.786  0.769  1.946
C  -0.398  1.839  1.241
H  -0.572  1.662  -2.045
H  -0.831  0.626  -3.687
H  -0.492  -0.241  -2.097
H  2.646  0.460  -4.524
H  1.887  -0.773  -3.473
H  0.987  -0.068  -4.814
H  2.036  2.964  -4.205
H  0.427  2.425  -4.820
H  0.526  3.334  -3.292
H  3.733  0.676  -2.732
H  5.173  1.160  -0.792
H  4.352  2.624  1.036
H  2.802  2.853  2.953
H  1.750  4.243  3.370
H  1.037  2.727  2.774
H  1.161  5.542  0.054
H  0.004  4.287  0.375
H  0.465  5.380  1.684
H  3.443  5.283  0.252
H  2.959  5.807  1.874
H  4.117  4.489  1.696
H  1.169  -0.396  -1.442
H  -1.733  -2.899  -1.509
H  -1.306  -5.154  -0.455
H  2.844  -4.194  0.015
H  2.467  -1.986  -1.087
H  3.634  -2.808  2.366
H  4.268  -1.417  3.277
H  3.229  -2.588  4.105
H  0.912  0.220  3.828
H  1.683  -1.016  4.850
H  2.663  0.325  4.196
H  1.906  0.459  1.417
H  3.581  -0.008  1.671
H  2.539  -1.001  0.640
H  1.992  -3.953  3.212
H  -0.031  -5.232  3.632
H  -2.217  -4.262  3.139
H  -3.645  -4.278  1.847
H  -4.487  -3.308  0.633
H  -2.864  -3.948  0.282
H  -2.835  -0.162  0.862
H  -2.358  -1.415  -0.332
H  -4.058  -1.224  0.144
H  -3.281  -0.875  3.278
H  -4.737  -1.640  2.584
H  -3.640  -2.587  3.622
H  -1.410  0.705  2.831
H  -0.623  2.878  1.424
C  -4.685  0.590  -5.770
O  -5.386  0.928  -4.544
C  -4.595  1.184  -3.500
N  -5.206  1.847  -2.501
C  -4.400  2.387  -1.594
N  -4.714  3.489  -0.822
O  -3.451  4.043  -0.526
N  -2.386  3.305  -1.166
O  -1.254  3.777  -1.191
C  -2.960  2.204  -1.731
C  -2.418  1.564  -2.891
N  -3.317  0.786  -3.580
H  -5.472  0.470  -6.509
H  -3.988  1.389  -6.061
H  -4.099  -0.329  -5.630
H  -1.844  2.300  -3.537

Values from the calculation:
* gap between HOMO and LUMO: 0.1652 hartree
* total charge: 0



No. 3
Molecular formula: C8H16O2Rb
Method: DFT, wB97M-V/def2-TZVPD

CARTESIAN COORDINATES (ANGSTROEM)
Rb  -0.605  -1.319  -1.274
C  5.186  0.484  0.550
C  3.780  0.090  1.100
C  4.188  -0.806  2.325
O  5.431  -1.424  2.043
C  6.102  -0.706  0.993
H  5.530  1.410  0.925
H  5.238  0.558  -0.532
H  3.209  -0.557  0.290
H  3.195  0.905  1.471
H  3.423  -1.554  2.347
H  4.261  -0.154  3.238
H  6.278  -1.445  0.191
H  7.027  -0.377  1.371
C  -5.122  1.417  -0.997
C  -5.567  0.265  -1.847
C  -4.415  -0.675  -1.952
O  -3.570  -0.411  -0.744
C  -4.252  0.601  -0.004
H  -5.964  1.939  -0.591
H  -4.478  2.202  -1.430
H  -5.903  0.583  -2.838
H  -6.409  -0.319  -1.285
H  -3.813  -0.437  -2.811
H  -4.631  -1.744  -1.829
H  -3.420  1.253  0.479
H  -4.698  0.223  0.813

Values from the calculation:
* gap between HOMO and LUMO: 0.2842 hartree
* total charge: +1
* energy relative to the best compared isomer or geometry (same formula, charge and spin): 42.4 kcal/mol



No. 4
Molecular formula: C64H154BrN9O4
Method: DFT, wB97M-V/def2-TZVPD

CARTESIAN COORDINATES (ANGSTROEM)
C  1.537  10.290  3.381
C  2.914  10.708  3.899
C  3.625  9.695  4.884
N  4.958  10.195  5.498
C  6.058  10.358  4.407
C  4.860  11.567  6.285
C  5.599  11.339  7.628
C  6.271  10.031  7.452
C  5.486  9.168  6.565
H  1.563  9.331  2.864
H  1.238  11.025  2.634
H  0.804  10.180  4.180
H  3.098  11.715  4.273
H  3.626  10.637  3.077
H  3.883  8.769  4.372
H  3.042  9.444  5.770
H  5.669  10.830  3.505
H  6.353  9.379  4.029
H  6.984  10.846  4.713
H  5.265  12.374  5.674
H  3.831  11.512  6.641
H  6.285  12.175  7.760
H  4.853  11.402  8.421
H  7.312  10.091  7.133
H  6.427  9.432  8.349
H  5.978  8.293  6.140
H  4.652  8.665  7.055
C  9.933  11.561  10.210
N  11.111  11.339  9.222
C  11.953  10.133  9.694
C  10.541  11.123  7.814
C  11.988  12.632  9.320
C  13.283  12.665  8.440
O  12.850  12.676  7.091
H  9.256  10.711  10.117
H  9.321  12.400  9.879
H  10.280  11.928  11.176
H  11.231  9.330  9.843
H  12.441  10.541  10.579
H  12.709  9.749  9.008
H  10.074  12.001  7.369
H  9.708  10.424  7.889
H  11.263  10.566  7.217
H  12.240  12.854  10.357
H  11.358  13.392  8.857
H  13.840  11.739  8.589
H  13.927  13.514  8.667
H  13.436  12.174  6.520
C  17.757  8.466  10.326
N  16.679  7.972  9.345
C  15.450  8.961  9.606
C  17.111  8.308  7.880
C  16.310  6.444  9.419
C  17.538  5.446  9.520
O  18.172  5.456  10.773
H  17.487  8.206  11.350
H  17.875  9.546  10.241
H  18.696  7.976  10.067
H  15.183  8.778  10.647
H  14.679  8.603  8.923
H  15.591  10.022  9.403
H  17.404  9.358  7.882
H  16.356  8.022  7.149
H  18.000  7.715  7.663
H  15.697  6.327  8.525
H  15.694  6.230  10.292
H  18.243  5.672  8.720
H  17.213  4.406  9.540
H  17.887  4.725  11.325
C  6.312  14.822  12.046
N  6.912  14.797  13.487
C  6.116  13.993  14.464
C  8.297  14.090  13.391
C  6.964  16.296  13.925
C  6.994  16.631  15.500
O  8.243  16.203  15.905
H  5.309  15.220  11.891
H  6.061  13.797  11.774
H  6.961  15.353  11.349
H  5.072  14.301  14.533
H  6.502  13.993  15.483
H  6.174  12.965  14.107
H  8.701  13.877  14.381
H  8.978  14.792  12.910
H  8.113  13.186  12.810
H  6.059  16.831  13.638
H  7.755  16.794  13.364
H  6.216  16.269  16.173
H  6.996  17.714  15.622
H  8.223  15.600  16.651
C  8.267  8.633  14.006
N  9.259  9.405  14.829
C  10.576  8.722  14.639
C  9.393  10.803  14.214
C  8.965  9.411  16.296
C  7.472  9.671  16.639
O  6.730  8.484  16.428
H  7.299  9.132  14.060
H  8.153  7.634  14.426
H  8.625  8.587  12.978
H  10.621  8.428  13.590
H  10.610  7.750  15.130
H  11.421  9.288  15.031
H  9.772  11.454  15.002
H  8.409  11.076  13.834
H  10.074  10.902  13.368
H  9.587  10.136  16.821
H  9.375  8.508  16.747
H  6.982  10.454  16.059
H  7.500  9.927  17.698
H  5.779  8.531  16.553
C  7.938  16.368  -1.049
C  9.197  16.344  -0.107
C  9.335  15.120  0.792
C  8.550  15.288  2.127
N  8.760  14.136  3.088
C  10.181  13.903  3.543
C  10.206  13.769  5.083
C  8.838  13.405  5.444
C  7.993  14.245  4.467
C  8.351  12.768  2.424
H  7.893  17.329  -1.562
H  7.033  16.152  -0.482
H  7.979  15.720  -1.925
H  9.203  17.221  0.541
H  10.129  16.375  -0.673
H  10.378  14.874  0.993
H  9.040  14.323  0.109
H  7.483  15.244  1.907
H  8.900  16.169  2.665
H  10.671  13.109  2.980
H  10.740  14.784  3.228
H  10.958  13.075  5.459
H  10.680  14.653  5.512
H  8.494  12.371  5.469
H  8.776  13.666  6.501
H  6.966  13.891  4.380
H  8.018  15.265  4.850
H  8.813  12.629  1.446
H  7.272  12.887  2.326
H  8.553  11.981  3.150
C  7.177  4.651  4.501
C  7.498  5.834  5.437
C  8.909  5.806  5.930
C  9.972  6.090  4.850
N  11.394  6.058  5.461
C  11.561  7.062  6.661
C  13.011  7.515  6.547
C  13.317  7.535  5.048
C  12.420  6.434  4.426
C  11.760  4.664  6.046
H  7.903  4.665  3.688
H  6.198  4.691  4.023
H  7.232  3.677  4.986
H  6.833  5.830  6.301
H  7.503  6.774  4.886
H  8.976  4.822  6.394
H  9.068  6.545  6.715
H  9.885  6.988  4.238
H  9.918  5.285  4.117
H  11.166  6.485  7.497
H  10.951  7.962  6.583
H  13.600  6.840  7.167
H  13.050  8.509  6.994
H  14.335  7.209  4.834
H  13.205  8.543  4.648
H  13.094  5.600  4.230
H  11.913  6.860  3.561
H  11.718  4.073  5.132
H  11.024  4.361  6.791
H  12.765  4.629  6.467
C  8.502  20.483  16.400
C  9.179  20.155  15.049
C  10.268  19.076  15.297
C  10.822  18.462  14.025
N  11.931  17.371  14.231
C  12.331  16.683  12.851
C  12.690  15.193  13.143
C  12.263  14.927  14.569
C  11.416  16.132  15.003
C  13.148  17.946  15.041
H  7.729  21.215  16.166
H  9.126  20.993  17.134
H  7.927  19.694  16.883
H  9.689  20.985  14.559
H  8.417  19.675  14.436
H  9.878  18.365  16.025
H  11.061  19.578  15.850
H  11.210  19.141  13.265
H  10.002  17.832  13.681
H  13.144  17.308  12.481
H  11.493  16.696  12.153
H  13.747  14.943  13.054
H  12.110  14.614  12.424
H  13.176  14.925  15.165
H  11.676  14.034  14.783
H  11.338  16.328  16.073
H  10.434  15.908  14.586
H  12.773  18.303  16.000
H  13.553  18.800  14.498
H  13.980  17.243  15.074
C  15.301  15.183  4.276
C  13.964  15.891  4.331
C  13.812  16.957  5.427
C  13.383  16.389  6.777
N  13.573  17.376  7.996
C  13.438  16.505  9.322
C  14.887  16.098  9.770
C  15.894  16.933  8.859
C  14.975  18.006  8.174
C  12.470  18.461  7.945
H  16.112  15.904  4.382
H  15.302  14.720  3.289
H  15.440  14.416  5.038
H  13.241  15.075  4.358
H  13.868  16.313  3.331
H  13.120  17.690  5.013
H  14.677  17.618  5.479
H  13.918  15.464  6.992
H  12.321  16.157  6.688
H  13.162  17.248  10.071
H  12.742  15.671  9.238
H  15.066  16.370  10.811
H  15.058  15.022  9.739
H  16.754  17.429  9.309
H  16.220  16.370  7.984
H  14.782  18.908  8.755
H  15.361  18.297  7.198
H  12.657  19.067  7.059
H  12.454  18.986  8.900
H  11.537  17.897  7.934
Br  15.182  10.850  5.801

Values from the calculation:
* gap between HOMO and LUMO: 0.2046 hartree
* total charge: +8



No. 5
Molecular formula: C6H15N4O
Method: DFT, wB97M-V/def2-TZVPD

CARTESIAN COORDINATES (ANGSTROEM)
C  2.854  -1.165  -0.376
C  -0.201  -0.224  -0.660
C  2.918  0.245  0.232
C  -3.574  -0.285  -1.307
C  -2.993  -0.413  1.153
C  -2.631  0.151  -0.261
N  0.458  0.519  0.260
N  1.701  1.003  0.055
N  1.707  2.265  0.844
N  3.902  -1.846  -0.329
O  -1.409  -0.547  -0.721
H  3.274  0.223  1.275
H  3.664  0.706  -0.404
H  -2.967  -0.916  -2.007
H  -4.414  -0.906  -0.791
H  -3.868  0.627  -1.843
H  -4.118  -0.241  1.220
H  -2.287  0.010  1.920
H  -2.980  -1.501  1.111
H  -2.318  1.147  -0.116
H  -0.107  0.881  1.107
H  1.694  3.086  0.245
H  2.563  2.379  1.338
H  4.775  -1.555  0.117
H  3.922  -2.780  -0.771
H  0.435  -0.865  -1.292

Values from the calculation:
* gap between HOMO and LUMO: 0.3155 hartree
* total charge: +1
* energy relative to the best compared isomer or geometry (same formula, charge and spin): 117.0 kcal/mol